ORCA calculation (ωB97M-V/def2-TZVPD) on a single C4H4N2O molecule.

frontier orbital gap	9.91	eV
SMILES	O=c1cc[nH]cn1
HOMO level	-9.481	eV
ΔE to the lowest compared entry with this formula, charge and spin	67.3	kJ/mol
E_LUMO	0.0159	Eh

Bonds (Å) are listed after each position.
Atoms and positions in Å:
1 O 2.221 -1.235 0.685  C2 1.211
2 C 1.239 -0.791 0.134  O1 1.211, C3 1.495, N7 1.403
3 C 1.102 0.659 -0.206  C2 1.495, C4 1.352, H8 1.093
4 C -0.104 1.183 0.103  C3 1.352, N5 1.430, H9 1.091
5 N -1.179 0.269 0.335  C4 1.430, C6 1.374, H10 1.013
6 C -1.006 -0.996 -0.174  N5 1.374, N7 1.278, H11 1.092
7 N 0.135 -1.566 -0.252  C2 1.403, C6 1.278
8 H 2.007 1.139 -0.588  C3 1.093
9 H -0.395 2.229 0.217  C4 1.091
10 H -2.143 0.576 0.383  N5 1.013
11 H -1.877 -1.467 -0.636  C6 1.092

Atom charges from the Mulliken analysis, given in e for atoms 1 to 2: O -0.5498; C 0.5021

=====

ORCA calculation (ωB97M-V/def2-TZVPD) on a single C4H4N2O molecule.

frontier orbital gap	10.01	eV
SMILES	O=c1cc[nH]cn1
HOMO level	-9.554	eV
ΔE to the lowest compared entry with this formula, charge and spin	83.7	kJ/mol
E_LUMO	0.0169	Eh

Bonds (Å) are listed after each position.
Atoms and positions in Å:
1 O -2.638 0.462 -0.267  C2 1.212
2 C -1.433 0.376 -0.169  O1 1.212, C3 1.466, N7 1.427
3 C -0.686 -0.768 -0.701  C2 1.466, C4 1.326, H8 1.076
4 C 0.610 -0.881 -0.445  C3 1.326, N5 1.383, H9 1.091
5 N 1.286 0.074 0.293  C4 1.383, C6 1.403, H10 1.012
6 C 0.559 1.187 0.741  N5 1.403, N7 1.280, H11 1.095
7 N -0.675 1.399 0.474  C2 1.427, C6 1.280
8 H -1.197 -1.503 -1.296  C3 1.076
9 H 1.251 -1.706 -0.760  C4 1.091
10 H 1.782 -0.595 0.867  N5 1.012
11 H 1.141 1.954 1.263  C6 1.095

Atom charges from the Mulliken analysis, given in e for atoms 1 to 2: O -0.5634; C 0.4701

=====

ORCA calculation (ωB97M-V/def2-TZVPD) on a single C4H4N2O molecule.

frontier orbital gap	8.55	eV
SMILES	OC=C1C=NN=C1
HOMO level	-9.404	eV
ΔE to the lowest compared entry with this formula, charge and spin	553.2	kJ/mol
E_LUMO	-0.0314	Eh

Bonds (Å) are listed after each position.
Atoms and positions in Å:
1 O -2.590 -0.268 -0.271  C2 1.539, H8 1.121
2 C -1.230 0.340 0.112  O1 1.539, C3 1.297, H9 1.324
3 C 0.010 -0.041 0.121  C2 1.297, C4 1.441, C7 1.493
4 C 0.913 1.075 0.002  C3 1.441, N5 1.431, H10 1.027
5 N 2.181 0.529 -0.376  C4 1.431, N6 1.333
6 N 2.166 -0.783 -0.142  N5 1.333, C7 1.284
7 C 0.966 -1.187 0.076  C3 1.493, N6 1.284, H11 1.192
8 H -2.486 -1.160 -0.942  O1 1.121
9 H -1.265 1.519 0.713  C2 1.324
10 H 0.724 2.084 -0.036  C4 1.027
11 H 0.611 -2.108 0.743  C7 1.192

Atom charges from the Mulliken analysis, given in e for atoms 1 to 2: O -0.5168; C -0.0474

=====

ORCA calculation (ωB97M-V/def2-TZVPD) on a single C4H4N2O molecule.

frontier orbital gap	10.15	eV
SMILES	O=c1cc[nH]cn1
HOMO level	-9.751	eV
ΔE to the lowest compared entry with this formula, charge and spin	74.7	kJ/mol
E_LUMO	0.0147	Eh

Bonds (Å) are listed after each position.
Atoms and positions in Å:
1 O -1.550 1.015 1.888  C2 1.211
2 C -0.949 0.677 0.893  O1 1.211, C3 1.476, N7 1.427
3 C -0.962 -0.717 0.408  C2 1.476, C4 1.335, H8 1.081
4 C 0.027 -1.150 -0.377  C3 1.335, N5 1.403, H9 1.093
5 N 1.036 -0.254 -0.761  C4 1.403, C6 1.393, H10 1.017
6 C 0.793 1.103 -0.561  N5 1.393, N7 1.279, H11 1.101
7 N -0.172 1.592 0.122  C2 1.427, C6 1.279
8 H -1.744 -1.382 0.745  C3 1.081
9 H 0.050 -2.144 -0.832  C4 1.093
10 H 1.960 -0.468 -0.394  N5 1.017
11 H 1.499 1.751 -1.102  C6 1.101

Atom charges from the Mulliken analysis, given in e for atoms 1 to 2: O -0.5395; C 0.4344

=====

ORCA calculation (ωB97M-V/def2-TZVPD) on a single C4H4N2O molecule.

frontier orbital gap	9.89	eV
SMILES	C=C(C#N)/C=N/O
HOMO level	-10.111	eV
ΔE to the lowest compared entry with this formula, charge and spin	471.5	kJ/mol
E_LUMO	-0.0081	Eh

Bonds (Å) are listed after each position.
Atoms and positions in Å:
1 C -0.999 -0.649 -1.123  C2 1.272, H8 1.146, H9 1.195
2 C -0.071 -0.862 -0.280  C1 1.272, C3 1.412, C5 1.534
3 C 0.399 -2.136 0.110  C2 1.412, N4 1.262
4 N 1.298 -2.916 0.528  C3 1.262
5 C 0.515 0.332 0.482  C2 1.534, N6 1.232, H10 1.119
6 N 0.004 1.435 0.283  C5 1.232, O7 1.380
7 O 0.591 2.558 0.828  N6 1.380, H11 1.056
8 H -1.712 -1.531 -1.291  C1 1.146
9 H -1.224 0.505 -1.338  C1 1.195
10 H 1.550 0.238 0.898  C5 1.119
11 H -0.352 3.027 0.904  O7 1.056

Atom charges from the Mulliken analysis, given in e for atoms 1 to 2: C -0.5282; C 0.4846

=====

ORCA calculation (ωB97M-V/def2-TZVPD) on a single C4H4N2O molecule.

frontier orbital gap	8.68	eV
SMILES	[H]/N=C1/NC=CC1=O
HOMO level	-9.111	eV
ΔE to the lowest compared entry with this formula, charge and spin	231.8	kJ/mol
E_LUMO	-0.0157	Eh

Bonds (Å) are listed after each position.
Atoms and positions in Å:
1 H -2.328 -1.002 -1.238  N2 1.022
2 N -2.317 -0.387 -0.422  H1 1.022, C3 1.339
3 C -1.038 -0.033 -0.247  N2 1.339, N4 1.405, C7 1.644
4 N -0.432 0.807 0.703  C3 1.405, C5 1.411, H9 1.184
5 C 0.975 0.739 0.795  N4 1.411, C6 1.371, H10 1.132
6 C 1.439 -0.010 -0.256  C5 1.371, C7 1.424, H11 1.161
7 C 0.340 -0.624 -0.921  C3 1.644, C6 1.424, O8 1.141
8 O 0.270 -1.471 -1.683  C7 1.141
9 H -0.861 1.103 1.766  N4 1.184
10 H 1.430 1.294 1.670  C5 1.132
11 H 2.522 -0.416 -0.166  C6 1.161

Atom charges from the Mulliken analysis, given in e for atoms 1 to 2: H 0.2769; N -0.6796

=====

no.,total energy (Ha)
1,-339.55605
2,-339.54979
3,-339.37098
4,-339.55321
5,-339.40207
6,-339.49337